ORCA calculation (ωB97M-V with the def2-TZVPD basis set) on a molecular structure, C33H27BrIN7O4Ti.

```
! wB97M-V def2-TZVPD RIJCOSX def2/J DEFGRID3
* xyz 0 3
I -0.802 2.341 0.492
Br 2.305 3.673 1.370
Ti 0.112 -1.142 -0.832
O 0.481 -2.463 -2.457
O 3.009 -7.048 0.126
O 2.373 -6.540 -1.937
O 1.119 -4.523 -3.067
N -1.186 -1.274 1.114
N -3.041 -1.741 2.234
N 1.643 -3.291 1.209
N 1.182 -2.862 0.031
N -2.104 -2.336 -1.316
N -2.850 0.564 -3.568
N -1.107 0.151 -2.267
C 2.063 -4.928 -0.184
C -2.067 2.773 -4.541
C -2.239 -1.049 3.121
C 2.181 -4.520 1.126
C 2.724 0.021 -2.082
C 2.522 -6.264 -0.657
C -1.991 1.632 -3.754
C 0.920 5.364 3.167
C -2.418 -0.658 4.440
C -0.895 1.362 -2.923
C -0.028 -0.068 3.005
C 2.815 0.412 0.240
C -1.371 0.031 5.026
C 0.996 -3.601 -2.248
C -0.992 3.640 -4.470
C -2.267 -0.286 -2.676
C -0.196 0.318 4.323
C 0.110 3.380 -3.647
C -2.865 -1.611 -2.335
C 0.180 2.246 -2.860
C -0.185 5.875 3.826
C 0.766 4.359 2.221
C -1.450 5.378 3.541
C 2.057 -0.052 -0.844
C -0.499 3.861 1.928
C 4.010 0.527 -2.233
C -2.821 -2.679 -0.094
C -2.360 -1.849 1.059
C 4.711 0.987 -1.125
C -1.072 -0.760 2.399
C 1.432 -3.837 -0.833
C 4.106 0.922 0.120
C -1.602 4.377 2.598
H 0.594 0.864 4.822
H 0.865 0.179 2.448
H 4.637 1.267 1.001
H 4.467 0.555 -3.216
H 1.961 -5.774 -2.447
H -3.909 -2.630 -0.208
H -1.715 -3.168 -1.735
H 1.603 -2.676 2.004
H -3.719 0.408 -4.047
H -1.463 0.358 6.053
H 2.223 -0.344 -2.978
H 5.715 1.379 -1.231
H -2.585 -3.716 0.167
H 1.912 5.737 3.380
H -2.917 2.977 -5.178
H -2.884 -2.196 -3.260
H 2.611 -5.028 1.972
H -2.585 3.986 2.372
H -3.324 -0.880 4.987
H 0.927 4.089 -3.627
H -3.908 -1.483 -2.031
H -3.951 -2.124 2.422
H -1.002 4.542 -5.067
H 2.391 0.401 1.243
H -2.320 5.769 4.050
H -0.056 6.658 4.561
H 1.025 2.035 -2.221
*
```

Results
Relative energy (zero: lowest compared OMol25 entry of this formula, charge and spin) ... 13.3 kcal/mol
HOMO (spin up / spin down) ... -5.54 / -7.72 eV
Frontier orbital gap (spin up / spin down) ... 5.29 / 7.47 eV
⟨S²⟩ ... 2.007

---

ORCA calculation (ωB97M-V with the def2-TZVPD basis set) on a molecular structure, C33H27Cl2N5O6Pb.

```
! wB97M-V def2-TZVPD RIJCOSX def2/J DEFGRID3
* xyz 0 1
Pb 0.053 -0.644 -0.779
Cl -2.012 -3.707 0.695
Cl -5.521 -0.302 3.018
O -0.858 0.963 -2.515
O -2.460 -1.768 -1.525
O 0.067 0.203 3.708
O 2.190 -1.484 0.010
O -0.142 -0.773 1.698
O -3.074 -1.054 -3.589
N 3.209 -0.081 -1.515
N -3.664 -1.238 0.784
N 0.650 1.516 0.465
N 2.042 0.232 -2.038
N 1.144 -4.066 -1.880
C 6.710 -1.188 1.954
C 3.483 1.132 -3.807
C -3.539 2.014 -0.873
C 0.998 2.649 -0.144
C 4.326 -0.973 1.779
C -3.062 0.962 1.672
C -0.396 1.155 -3.650
C 0.603 1.484 1.795
C -2.812 -3.099 2.094
C 0.146 0.180 2.480
C 5.462 -1.107 2.558
C -2.669 -3.758 3.297
C -1.353 1.327 -4.799
C 1.319 3.800 0.553
C -4.205 -2.233 4.326
C -3.507 0.114 0.637
C -3.082 2.823 0.139
C 2.117 0.871 -3.232
C 5.688 -0.941 -0.211
C -3.784 0.658 -0.650
C 3.176 -0.826 -0.385
C -4.340 -1.566 3.124
C -2.846 2.289 1.420
C 6.819 -1.104 0.573
C -3.333 -3.303 4.422
C -3.109 -1.114 -2.372
C 1.010 1.251 -3.962
C -4.312 -0.212 -1.691
C 4.435 -0.890 0.392
C 0.903 2.597 2.571
C -3.594 -1.936 1.991
C 1.268 3.774 1.941
C 0.808 -2.965 -2.016
H -2.903 3.874 -0.046
H -2.838 0.546 2.644
H 0.828 2.507 3.645
H 3.342 -0.929 2.230
H -4.990 -0.962 -1.285
H 5.376 -1.164 3.635
H -0.844 1.440 -5.754
H -3.366 -1.764 -0.061
H 1.429 -5.005 -1.701
H 1.608 4.694 0.018
H -4.775 0.323 -2.513
H -4.790 -1.912 5.176
H 1.503 4.662 2.514
H -1.992 0.443 -4.819
H -2.002 2.186 -4.621
H 1.012 2.622 -1.228
H 3.976 0.179 -4.005
H 7.792 -1.179 0.105
H -3.192 -3.795 5.374
H 7.596 -1.331 2.558
H 3.427 1.704 -4.730
H 5.760 -0.878 -1.288
H 1.225 1.691 -4.927
H -3.738 2.419 -1.856
H -2.024 -4.623 3.347
H 4.092 1.667 -3.080
H -2.464 2.925 2.207
*
```

Results
HOMO (spin up / spin down) ... -8.12 / -7.42 eV
Frontier orbital gap (spin up / spin down) ... 6.81 / 4.34 eV

---

ORCA calculation (ωB97M-V with the def2-TZVPD basis set) on a molecular structure, C33H28As2NO4W.

```
! wB97M-V def2-TZVPD RIJCOSX def2/J DEFGRID3
* xyz 3 3
W 0.885 -0.514 -0.449
As -1.658 -0.844 -0.209
As 1.055 2.148 -0.328
O 2.306 -1.894 -0.753
O 1.307 -0.572 1.430
O 7.090 -2.094 3.204
O 6.186 -1.655 5.120
N 6.178 -1.764 3.921
C 2.626 -0.649 3.375
C -2.499 -1.902 2.329
C -3.921 -0.266 -1.936
C -3.623 -2.580 -1.260
C 0.935 5.836 -2.322
C -5.072 -0.618 -2.620
C -0.369 -0.489 -4.022
C 2.477 -0.885 2.018
C 1.066 6.734 -1.270
C -0.744 -4.071 2.277
C -0.587 1.863 0.859
C 3.535 -1.486 1.271
C 4.769 -1.763 1.913
C -4.771 -2.918 -1.960
C 3.382 -1.942 -0.044
C -1.623 -2.078 1.260
C 1.038 4.032 -0.765
C 4.889 -1.480 3.242
C 1.198 4.917 0.299
C 0.925 4.471 -2.079
C 1.197 6.278 0.036
C -1.600 -3.886 3.354
C -3.206 -1.251 -1.253
C -0.837 1.382 -2.574
C -2.480 -2.809 3.378
C 0.928 -0.564 -3.527
C -0.754 -3.167 1.224
C 3.833 -0.949 3.984
C -1.209 0.551 -3.622
C 1.376 0.344 -2.551
C -1.821 0.995 0.508
C 0.421 1.237 -1.965
C -5.490 -1.944 -2.637
H 5.603 -2.200 1.378
H -5.650 0.141 -3.130
H -5.109 -3.946 -1.967
H -0.121 -3.357 0.355
H -3.163 -2.687 4.208
H 1.632 -1.257 -3.974
H -0.688 -1.191 -4.781
H -6.390 -2.216 -3.173
H -3.211 -1.085 2.355
H 0.834 3.781 -2.908
H 1.321 4.573 1.320
H -2.433 1.515 -0.231
H -0.085 -4.928 2.245
H -0.191 1.581 1.834
H -2.440 0.895 1.403
H 1.310 6.980 0.850
H 1.075 7.796 -1.470
H 0.843 6.199 -3.336
H -3.624 0.775 -1.903
H -0.949 2.891 0.938
H -3.079 -3.346 -0.720
H 3.984 -0.779 5.043
H 4.221 -2.440 -0.529
H 2.444 0.534 -2.445
H -2.165 0.691 -4.107
H -1.514 2.154 -2.227
H 1.806 -0.231 3.942
H -1.598 -4.594 4.171
*
```

Results
Relative energy (zero: lowest compared OMol25 entry of this formula, charge and spin) ... 56.1 kcal/mol
HOMO (spin up / spin down) ... -16.83 / -17.02 eV
Frontier orbital gap (spin up / spin down) ... 5.58 / 5.73 eV
⟨S²⟩ ... 2.037

---

ORCA calculation (ωB97M-V with the def2-TZVPD basis set) on 6 unconnected molecules or ions with the total composition C33H28ClF41N4O7.

```
! wB97M-V def2-TZVPD RIJCOSX def2/J DEFGRID3
* xyz 0 1
Cl -3.480 -3.729 1.581
F 1.929 -2.428 -5.344
F 9.857 -0.031 0.325
F -9.399 -9.154 2.813
F -2.115 9.819 4.244
F 3.787 1.488 -1.376
F 4.189 -1.330 -4.073
F -5.232 4.304 3.208
F -3.174 8.981 6.531
F 3.196 -4.851 -5.555
F 1.549 -0.752 -3.998
F 10.888 0.131 -3.013
F 7.293 0.823 -0.088
F -6.601 -5.498 2.549
F 3.872 3.518 0.316
F 11.371 1.257 -0.596
F -8.882 -5.947 4.111
F -3.257 5.027 1.519
F 2.580 4.742 -0.952
F 5.183 -5.719 -5.614
F -10.485 -7.387 4.470
F -0.920 0.771 -2.362
F -8.087 -8.615 4.484
F 2.172 6.868 -4.469
F 9.164 1.145 -2.171
F -5.360 6.350 3.982
F 1.069 4.686 -3.297
F 4.538 -4.338 -7.855
F 3.666 5.840 -3.240
F 3.191 -1.727 -2.164
F 5.979 -2.132 -1.441
F -4.596 -6.276 2.266
F 4.330 -2.500 -6.682
F 1.309 4.493 -5.445
F -6.419 -6.366 5.250
F 7.722 -1.945 -0.139
F -4.911 -4.921 4.589
F -2.747 5.284 3.612
F 5.601 -0.411 0.540
F -4.124 8.974 4.009
F -3.360 6.936 5.784
F 4.619 3.308 -2.266
O -3.208 7.072 2.314
O 2.688 3.373 -4.160
O 4.877 -3.958 -4.345
O -0.698 0.695 -0.173
O -2.814 -2.111 -1.069
O 9.272 -1.108 -2.201
O -6.182 -7.700 2.787
N -0.355 -1.892 1.688
N -6.196 -1.619 0.715
N -2.753 0.179 -1.153
N -3.529 0.353 1.424
C 6.361 -0.050 -0.521
C 3.941 -3.584 -3.350
C 4.925 -3.708 -6.725
C 7.868 -1.151 -2.365
C 1.937 -2.053 -4.053
C 3.469 2.732 -1.854
C 2.541 2.503 -3.053
C -8.600 -8.169 3.319
C -2.277 7.834 3.063
C -5.081 -1.355 0.770
C -3.655 -0.999 0.916
C -1.393 0.554 -1.129
C -4.417 0.720 2.547
C -5.735 -6.425 2.987
C 3.336 -2.173 -3.442
C 9.952 0.067 -2.037
C -3.508 5.778 2.621
C 2.919 5.746 -4.357
C -9.545 -6.993 3.582
C 1.982 4.537 -4.272
C -5.001 5.609 2.920
C -5.350 -6.194 4.452
C 2.913 3.475 -0.638
C 7.017 -1.306 -1.095
C -2.674 8.089 5.648
C -2.832 8.658 4.236
C -7.478 -7.974 2.287
C -1.499 -1.970 1.735
C -3.030 -1.069 -0.522
C 4.504 -4.553 -5.519
C -2.960 -2.051 1.845
C 10.713 0.081 -0.707
C -3.666 1.628 3.519
H -7.373 -8.949 1.815
H -1.921 8.578 2.353
H 5.727 0.435 -1.259
H -2.736 1.136 3.813
H 6.009 -3.578 -6.732
H -4.276 1.813 4.401
H -5.264 1.274 2.146
H -5.597 5.903 2.055
H -1.620 7.917 5.881
H -3.335 0.921 -0.777
H -4.559 -6.887 4.746
H -1.409 7.245 3.357
H 7.501 -0.343 -2.998
H -10.042 -6.682 2.659
H 4.522 -3.590 -2.434
H 2.836 1.533 -3.446
H 3.573 5.654 -5.225
H 1.499 2.400 -2.748
H -3.216 -1.822 2.881
H 3.158 -4.332 -3.217
H -2.566 0.521 1.704
H 1.217 -2.652 -3.490
H 7.700 -2.075 -2.917
H 11.429 -0.742 -0.677
H -7.769 -7.277 1.501
H -3.439 2.591 3.068
H -4.772 -0.151 3.103
H 2.040 2.953 -0.236
*
```

Results
SMILES ... CCN[C@@](C#N)(C(=O)NC(=O)F)[C@@H](Cl)C#N.FC(F)C(F)(F)COC(F)(F)C(F)F.FC(F)C(F)(F)COC(F)(F)C(F)F.FC(F)C(F)(F)COC(F)(F)C(F)F.FC(F)C(F)(F)COC(F)(F)C(F)F.FC(F)C(F)(F)COC(F)(F)C(F)F
HOMO ... -10.58 eV
Frontier orbital gap ... 10.49 eV

---

Calculated strongest force on any atom (eV Å⁻¹), listed in the same order as above: 0.55 0.92 1.25 0.72